(1)
14
Properties=species:S:1:pos:R:3:forces:R:3:mulliken_charge:R:1 method="wB97M-V/def2-TZVPD" e_lumo_ev=0.60 spin_multiplicity=1 smiles="C[C@@H](C=O)C(N)=O" homo_energy_ev=-10.0384 relative_energy_kcal_mol=11.39 gap_ev=10.641
C -1.15026 -1.04794 0.77238 -0.04 -0.06 0.05 -1.464
C -0.36998 -0.18169 -0.20403 -0.04 -0.12 0.10 0.488
C -0.93063 1.23505 -0.26739 -0.28 0.11 0.16 -0.048
O -1.94376 1.57303 0.28986 0.46 -0.12 -0.25 -0.458
C 1.12813 -0.16016 0.13681 0.09 -0.08 0.13 0.321
O 1.57081 -0.65160 1.15558 -0.18 0.24 -0.37 -0.605
N 1.92690 0.48389 -0.77044 0.05 -0.11 0.01 -0.397
H -1.03244 -0.65900 1.78568 -0.03 -0.06 -0.12 0.311
H -2.21338 -1.03781 0.52239 0.14 0.00 0.02 0.394
H -0.78282 -2.07717 0.76435 -0.03 0.17 -0.04 0.377
H -0.46027 -0.57828 -1.22976 0.04 0.11 0.11 0.316
H -0.35350 1.96305 -0.87672 -0.05 -0.08 0.06 0.293
H 1.61148 0.66674 -1.71032 0.03 -0.04 0.17 0.215
H 2.92315 0.41353 -0.61515 -0.17 0.04 -0.05 0.259

=====

(2)
53
Properties=species:S:1:pos:R:3:forces:R:3:mulliken_charge:R:1 method="wB97M-V/def2-TZVPD" e_lumo_ev="-7.17 / -8.05" spin_multiplicity=4 total_charge=+2 homo_energy_ev="-13.6728 / -15.0862" relative_energy_kcal_mol=2.46 gap_ev="6.500 / 7.034"
Re 0.46146 0.14276 -0.00693 0.77 -1.01 -2.81 0.045
O 1.21908 -3.70879 0.88934 -0.15 2.63 0.31 -0.643
C 1.18172 -2.46787 0.86355 -0.01 -2.89 -2.06 0.229
N 0.82569 -1.74060 -0.28704 0.13 -1.99 -0.06 0.085
C 0.37477 -2.52279 -1.51657 -0.58 2.18 0.81 -1.031
C -0.33256 -1.49092 -2.42434 0.64 -0.77 0.20 0.787
C -0.84264 -1.81866 -3.69303 0.76 -1.60 0.86 -0.829
C -1.41030 -0.87013 -4.46700 0.10 2.41 -0.57 -0.386
C -1.40419 0.47247 -3.95749 -0.82 -0.26 -1.44 -0.707
C -0.88569 0.73439 -2.73889 -0.03 -1.12 -0.23 -0.327
N -0.36927 -0.23675 -1.96325 0.18 -0.11 0.49 -0.016
C 1.49660 -1.58539 1.99201 0.66 0.60 1.45 0.803
C 1.83325 -2.06709 3.28313 -0.46 -0.60 -1.87 -0.900
C 2.05053 -1.14347 4.27363 -0.12 1.26 0.59 -0.251
C 1.84296 0.26995 4.01520 1.29 -2.73 1.10 -0.908
C 1.50959 0.61658 2.76631 -0.04 0.96 -1.85 0.213
N 1.40904 -0.26725 1.70394 -0.51 -0.26 3.42 0.322
H 1.23926 -2.94982 -1.98101 0.45 -0.32 -0.46 0.465
H -0.32867 -3.31178 -1.26128 0.11 -0.12 0.29 0.501
H -0.72713 -2.84752 -4.06633 -0.11 0.52 0.33 0.490
H -1.69961 -1.07833 -5.50217 -0.21 0.08 0.54 0.430
H -1.79089 1.35427 -4.49288 0.14 -0.84 -0.08 0.397
H -0.83944 1.71643 -2.38362 0.06 1.31 0.63 0.578
H 1.87175 -3.18090 3.32138 0.17 1.08 0.51 0.500
H 2.35041 -1.45542 5.27633 -0.09 0.05 -0.33 0.455
H 2.11788 1.00288 4.76759 -0.50 -0.07 -0.07 0.448
H 1.34130 1.67515 2.55719 0.11 -0.37 -0.31 0.294
N -4.44897 -2.16758 1.32063 -0.22 1.96 -0.30 -0.389
C -4.72646 -0.80847 1.06307 -0.98 -2.50 0.18 0.369
O -5.84592 -0.44037 0.79740 0.17 0.04 0.13 -0.541
C -3.62349 0.16555 0.96318 0.12 1.59 -1.26 0.562
C -4.01400 1.51383 0.63379 1.28 -1.61 0.21 -0.480
C -3.00885 2.45002 0.50109 -0.25 0.92 0.08 -0.644
C -1.68358 2.09529 0.51933 0.42 -0.89 0.88 -0.018
N -1.30482 0.78969 0.71338 -2.83 1.97 0.27 0.148
C -2.29624 -0.16652 0.90374 1.63 0.66 1.03 -0.382
H -5.28171 -2.69994 1.51712 -0.08 -0.12 -0.06 0.284
H -3.63544 -2.44919 1.83045 0.22 0.00 0.19 0.210
H -5.04880 1.71815 0.43497 -0.36 0.14 0.39 0.563
H -3.20691 3.51512 0.43824 -0.30 -0.16 -0.32 0.475
H -0.90254 2.87633 0.48477 -0.39 -0.70 -0.17 0.299
H -1.86993 -1.14764 1.18166 -0.62 0.36 -0.47 0.121
F 5.66633 3.17646 -0.75844 -2.22 -1.05 -0.34 -0.272
C 4.43544 2.52432 -0.81870 1.53 0.96 -0.13 0.252
C 3.31291 3.17497 -0.28272 0.74 0.09 -0.06 -0.795
C 2.17972 2.40873 -0.14670 -0.58 0.24 0.50 -0.350
C 2.10678 1.10475 -0.64592 -0.59 -0.01 0.49 1.055
C 3.19554 0.52687 -1.27653 0.98 0.19 -0.41 -0.093
C 4.38727 1.24316 -1.38628 -0.01 0.29 0.32 -0.721
H 3.30579 4.21868 0.05040 0.44 -0.54 -0.03 0.461
H 1.37330 2.82526 0.49997 0.31 -0.20 -0.78 -0.030
H 3.17148 -0.49197 -1.64241 -0.10 0.06 -0.06 0.432
H 5.26819 0.80312 -1.86323 -0.27 0.28 0.30 0.442

=====

(3)
125
Properties=species:S:1:pos:R:3:forces:R:3:mulliken_charge:R:1 method="wB97M-V/def2-TZVPD" e_lumo_ev=-2.23 spin_multiplicity=1 smiles="CCN(CC)C(=S)SCCCN1C(=O)c2c(B(C)O)ccc(B(O)OC)c2C1=O.O=C1C=C(O)C(=O)C=C1O.O=C1C=C(O)C(=O)C=C1O.O=C1C=C(O)C(=O)C=C1O.O=C1C=C(O)C(=O)C=C1O.O=C1C=C(O)C(=O)C=C1O" homo_energy_ev=-8.4217 gap_ev=6.189
C -6.39216 -2.26090 -3.49881 1.07 0.46 0.58 -1.073
C -5.09473 -1.29817 -3.73426 -1.30 -0.09 -1.83 -0.334
N -3.81440 -2.02776 -3.50937 0.27 1.41 1.84 0.258
C -2.71155 -1.54780 -4.39770 0.35 -0.33 -1.33 0.642
C -1.27132 -2.17408 -4.07869 0.04 0.68 -0.90 -1.096
C -3.42682 -2.08598 -2.09067 0.56 -2.72 0.89 -0.461
S -3.11946 -3.62889 -1.45572 -0.32 2.22 -0.85 -0.201
S -3.27271 -0.64170 -0.95944 -0.15 -0.12 -0.59 0.133
C -2.39054 -1.10907 0.61483 0.48 -0.50 1.11 -0.839
C -2.68496 -0.08581 1.83099 -1.24 0.58 -0.86 -0.245
C -2.30710 -0.73516 3.25285 -1.82 -0.76 -0.11 -1.072
N -1.56411 0.16827 4.16951 -0.16 -0.73 -0.96 0.276
C -2.14578 1.46185 4.49762 0.40 0.66 0.51 0.254
O -3.35359 1.74998 4.59139 4.10 -1.30 -0.73 -0.604
C -0.82566 2.34404 4.75125 3.01 0.81 0.77 0.115
C -0.65058 3.85272 5.02454 2.63 -1.85 -0.07 0.047
B -1.91898 4.85769 5.12782 -1.48 0.13 0.65 0.485
C -1.94520 6.39000 4.55275 -0.35 -0.36 -0.35 -0.909
O -3.12075 4.41576 5.80662 3.04 0.77 0.02 -0.527
C 0.79792 4.44080 5.21092 0.37 -4.40 -0.73 -0.881
C 2.01642 3.47958 5.15668 -3.34 -1.37 -0.12 -0.291
C 1.83061 1.93269 4.92197 -3.12 1.62 -0.38 0.517
B 3.11292 0.93897 4.90639 1.20 -0.48 -0.36 0.518
O 4.32601 1.39824 5.59760 -1.36 0.34 -1.82 -0.262
O 3.17158 -0.33056 4.24869 0.53 1.73 2.62 -0.355
C 4.14625 -1.17348 4.96408 1.20 -0.92 -0.07 -0.594
C 0.40326 1.38551 4.69910 0.13 3.37 0.62 0.217
C -0.14837 -0.08306 4.40751 0.69 -0.07 0.40 0.337
O 0.41059 -1.19927 4.41117 -2.25 4.02 -0.26 -0.590
H -7.15585 -2.17022 -4.34420 1.07 0.04 1.32 0.334
H -6.01142 -3.33683 -3.44854 -0.61 1.48 -0.04 0.274
H -6.82573 -1.95555 -2.49044 0.19 -0.70 -1.40 0.251
H -5.18289 -0.29625 -3.19360 0.19 -1.33 -0.49 0.344
H -5.12462 -1.04751 -4.86417 0.32 -0.27 1.77 0.324
H -2.72859 -0.40100 -4.44909 0.43 -1.45 0.21 0.255
H -2.98542 -1.90801 -5.47172 0.37 0.75 2.08 -0.599
H -0.55254 -1.78726 -4.89906 -1.17 -0.48 1.28 0.337
H -1.26958 -3.31606 -4.19037 -0.17 1.71 0.56 0.255
H -0.85762 -1.80427 -3.08405 -0.58 -0.79 -1.21 0.301
H -1.26968 -1.06639 0.41150 -1.47 -0.54 0.17 0.342
H -2.75660 -2.14568 0.94469 0.79 1.42 -0.69 0.531
H -3.82425 0.11292 1.79515 1.79 -0.24 0.27 0.343
H -2.20587 0.95320 1.66507 -0.46 -1.77 0.27 0.257
H -3.31094 -0.97278 3.77442 1.62 0.23 -0.86 0.233
H -1.78895 -1.73691 3.05824 -0.28 1.67 0.73 0.486
H -3.05219 6.68819 4.43458 1.74 -0.37 0.01 0.241
H -1.37907 6.46869 3.55179 -0.90 0.12 1.57 0.280
H -1.50162 7.12310 5.31176 -0.43 -1.03 -1.02 0.297
H -2.80893 3.87452 6.56987 -0.70 -0.02 -1.01 0.310
H 1.00326 5.54438 5.38833 -0.59 -1.64 -0.29 0.300
H 3.09967 3.82801 5.29848 -2.22 -0.38 -0.16 0.135
H 4.61694 2.20244 5.08506 -0.72 -0.79 0.69 0.262
H 3.98442 -1.12105 6.09910 0.20 -0.14 -1.72 0.210
H 4.07706 -2.27152 4.61779 -0.36 1.89 0.44 0.251
H 5.22961 -0.84602 4.73419 -1.79 -0.34 0.39 0.198
C 5.15629 1.28956 11.75399 0.34 0.14 -0.04 -0.976
C 4.00216 0.91554 11.19742 -0.60 -0.37 1.17 0.359
C 3.78218 1.01123 9.72570 0.04 0.13 -0.78 0.944
O 2.72199 0.64266 9.24998 0.09 -0.01 0.42 -0.653
C 4.86586 1.55727 8.90242 -0.33 -0.11 0.03 -0.660
C 6.01844 1.93432 9.45971 0.49 0.35 -1.07 0.150
C 6.24848 1.81316 10.92727 0.04 -0.09 0.75 0.782
O 7.32112 2.15072 11.39891 -0.12 0.03 -0.40 -0.625
O 7.03281 2.44559 8.70826 -0.52 -0.36 1.11 -0.525
O 2.97823 0.42999 11.95138 0.56 0.35 -1.14 -0.572
H 5.32956 1.22324 12.81983 -0.01 -0.01 -0.04 0.417
H 4.68691 1.63784 7.83818 -0.01 -0.05 -0.02 0.708
H 7.75236 2.63843 9.34059 -0.06 -0.02 -0.13 0.345
H 2.26111 0.23133 11.31793 0.07 0.00 0.12 0.351
C -0.15844 3.79509 -2.20899 0.08 0.35 -0.20 -0.789
C -1.06840 2.83779 -2.01218 0.75 -0.83 0.94 0.297
C -2.39887 2.88017 -2.69021 -0.66 0.12 -0.39 0.913
O -3.20017 1.98157 -2.50460 0.38 0.29 0.00 -0.435
C -2.68979 4.02371 -3.56163 -0.06 -0.30 0.16 -1.030
C -1.78003 4.98097 -3.75399 -0.79 0.74 -0.83 0.327
C -0.44239 4.92477 -3.09914 0.69 -0.14 0.43 0.941
O 0.37016 5.80848 -3.31305 -0.40 -0.01 -0.16 -0.616
O -2.03728 6.04903 -4.55779 0.78 -0.70 0.80 -0.574
O -0.81483 1.78468 -1.18443 -0.75 0.88 -0.90 -0.503
H 0.80968 3.77626 -1.72651 -0.03 -0.01 -0.02 0.458
H -3.66308 4.05192 -4.03286 0.03 0.00 0.01 0.448
H -1.22630 6.59364 -4.53304 -0.13 -0.04 -0.04 0.345
H -1.62055 1.22812 -1.20668 0.04 -0.15 -0.05 0.081
C 7.77592 5.50045 4.24010 0.06 0.30 -0.17 -0.729
C 6.84578 4.56296 4.43444 0.63 -0.79 0.86 0.060
C 5.51969 4.62965 3.74602 -0.36 0.37 -0.47 0.791
O 4.68897 3.74692 3.92607 0.69 0.05 0.06 -0.445
C 5.25898 5.77342 2.86933 -0.24 -0.56 0.26 -1.026
C 6.18961 6.71185 2.67914 -0.76 0.91 -0.94 0.356
C 7.52135 6.63177 3.34340 0.77 -0.10 0.44 0.977
O 8.35193 7.49684 3.13171 -0.45 -0.04 -0.16 -0.592
O 5.95920 7.77900 1.87051 0.77 -0.85 0.91 -0.561
O 7.07474 3.51021 5.26821 -0.73 0.86 -0.95 -0.505
H 8.74004 5.46398 4.72945 -0.04 -0.02 -0.02 0.460
H 4.28965 5.81943 2.39104 0.04 0.00 0.00 0.482
H 6.78078 8.30811 1.89803 -0.12 -0.01 -0.06 0.347
H 6.26359 2.97268 5.24303 0.35 -0.10 0.21 0.224
C -0.59131 -1.91185 -8.95944 -0.28 0.12 0.28 -1.032
C -0.05398 -2.84208 -9.75160 1.08 0.77 -0.44 0.388
C -0.66985 -4.19271 -9.89293 -0.47 -0.67 0.07 0.928
O -0.16169 -5.01088 -10.64025 0.17 0.40 0.07 -0.614
C -1.87558 -4.48382 -9.11133 0.31 -0.11 -0.33 -0.609
C -2.41150 -3.55483 -8.31624 -1.03 -0.77 0.45 0.152
C -1.81071 -2.19505 -8.19615 0.42 0.62 -0.05 0.935
O -2.33665 -1.36362 -7.47383 -0.07 -0.36 -0.29 -0.597
O -3.52933 -3.81241 -7.58315 1.01 0.81 -0.44 -0.572
O 1.07873 -2.59499 -10.46420 -1.02 -0.76 0.40 -0.569
H -0.15555 -0.92765 -8.84983 -0.02 -0.03 -0.02 0.425
H -2.30229 -5.47275 -9.20908 -0.02 0.05 0.06 0.550
H -3.71689 -2.98708 -7.09603 -0.07 -0.17 -0.06 0.280
H 1.26108 -3.41971 -10.95571 0.01 0.13 0.04 0.348
C -4.11542 -8.71532 -9.44523 0.14 0.29 0.26 -0.931
C -4.31487 -10.00364 -9.73197 -0.58 0.22 -1.25 0.418
C -3.91624 -11.08198 -8.78234 0.28 -0.49 0.60 0.892
O -4.13094 -12.24667 -9.06943 -0.09 0.36 -0.26 -0.609
C -3.26895 -10.68779 -7.52696 -0.14 -0.26 -0.26 -0.872
C -3.06650 -9.39957 -7.24195 0.60 -0.22 1.24 0.341
C -3.48995 -8.32080 -8.17938 -0.28 0.42 -0.60 0.917
O -3.30516 -7.15360 -7.87730 0.14 -0.36 0.20 -0.539
O -2.46489 -9.01875 -6.08219 -0.59 0.25 -1.22 -0.573
O -4.89173 -10.38574 -10.90348 0.56 -0.23 1.22 -0.566
H -4.40196 -7.92341 -10.12444 -0.01 -0.04 0.02 0.446
H -2.96856 -11.48009 -6.85461 -0.01 0.03 -0.02 0.417
H -2.43704 -8.04228 -6.11220 0.01 -0.12 0.09 0.331
H -4.92511 -11.36185 -10.87010 -0.03 0.12 -0.05 0.348